Version a
Formula: C2H4BrNO2
Source: OMol25
Level of theory: ωB97M-V/def2-TZVPD

Structure (ORCA input):
```
! RIJCOSX wB97M-V def2-TZVPD def2/J DEFGRID3
* xyz 0 1
H 0.99 -0.51 0.14
H -1.00 -0.40 -1.24
N 0.63 0.83 -2.01
O 1.61 1.28 -1.51
H -0.39 -0.20 1.13
H 0.84 1.21 0.70
C -0.38 0.44 -0.93
O 0.49 0.50 -3.19
Br -1.80 1.82 -1.10
C 0.28 0.25 0.38
*
```

Results
* structure (SMILES): C[C@@H](Br)[N+](=O)[O-]
* LUMO energy: -0.013 Eh

***

Version b
Formula: C2H4BrNO2
Source: OMol25
Level of theory: ωB97M-V/def2-TZVPD

Structure (ORCA input):
```
! RIJCOSX wB97M-V def2-TZVPD def2/J DEFGRID3
* xyz 0 1
O 3.40 2.19 -0.35
C 2.97 1.33 0.34
H -1.61 0.35 -0.83
H -0.78 -1.11 -0.90
C -1.06 -0.34 -0.23
N 0.95 -0.23 0.94
O -0.05 0.53 0.28
H -1.52 -0.80 0.66
Br 2.32 -0.72 -0.15
H 2.31 1.28 1.21
*
```

Results
* LUMO energy (spin up / spin down): -0.008 / -0.008 Eh

***

So which one wins? Going from most stable to least: version a, version b.

***

Version a
Formula: C5H9NO3
Source: OMol25
Level of theory: ωB97M-V/def2-TZVPD

Structure (ORCA input):
```
! RIJCOSX wB97M-V def2-TZVPD def2/J DEFGRID3
* xyz 0 1
H 2.35 -0.32 -2.07
C -0.92 -1.29 0.67
N 1.09 -0.06 1.34
H -0.44 -2.25 0.85
C 0.12 -0.24 0.27
H -1.79 2.35 -1.10
C -1.30 1.41 -1.01
H -1.65 -1.40 -0.13
H 1.92 0.40 0.99
C 0.76 -0.62 -1.07
C -0.58 1.12 0.06
H -1.41 0.70 -1.82
H 0.13 1.54 1.75
H 1.37 -0.96 1.73
O -0.43 1.98 1.09
O 1.99 -0.11 -1.19
O 0.23 -1.27 -1.93
H -1.43 -0.97 1.57
*
```

Results
* structure (SMILES): C=C(O)[C@](C)(N)C(=O)O
* LUMO energy: 0.020 Eh

***

Version b
Formula: C5H9NO3
Source: OMol25
Level of theory: ωB97M-V/def2-TZVPD

Structure (ORCA input):
```
! RIJCOSX wB97M-V def2-TZVPD def2/J DEFGRID3
* xyz 0 1
H -1.73 1.64 -0.88
H -0.47 -1.42 1.91
N -1.30 -1.48 1.34
C 1.35 0.00 0.47
O 1.04 -1.08 -0.33
C -1.34 -0.73 0.23
C -1.06 1.83 -0.04
H 0.63 -0.20 -2.12
O -0.56 0.63 0.52
C 1.39 -0.86 -1.70
C 2.23 0.48 1.19
H -1.65 2.36 0.71
H 1.36 -1.83 -2.20
H -0.23 2.45 -0.37
H 2.33 1.21 1.96
H -2.17 -1.88 1.67
O -2.22 -0.68 -0.57
H 2.40 -0.46 -1.79
*
```

Results
* structure (SMILES): COC(N)=O.C#COC
* LUMO energy: 0.026 Eh

***

Version c
Formula: C5H9NO3
Source: OMol25
Level of theory: ωB97M-V/def2-TZVPD

Structure (ORCA input):
```
! RIJCOSX wB97M-V def2-TZVPD def2/J DEFGRID3
* xyz 0 1
H 0.50 0.28 2.22
H -0.27 -2.94 0.58
H -0.88 2.39 1.99
H 2.29 -0.10 -1.28
C 0.38 0.82 1.29
H -1.58 0.16 -1.56
H -0.22 -0.28 -2.58
C 1.26 0.66 0.34
H -1.74 1.03 1.27
C -0.86 1.66 1.18
C 2.21 0.67 -0.54
N -0.83 -0.46 -1.80
C -0.41 -1.35 -0.88
H -0.89 2.19 0.23
O 0.49 -2.15 -1.00
O -1.11 -2.58 0.93
O -1.32 -1.43 0.15
H 2.98 1.43 -0.54
*
```

Results
* structure (SMILES): NC(=O)OO.C=C=CC
* LUMO energy: 0.029 Eh

***

So which one wins? Going from most stable to least: version a, version c, version b.

***

Version a
Formula: C5H9NO3
Source: OMol25
Level of theory: ωB97M-V/def2-TZVPD

Structure (ORCA input):
```
! RIJCOSX wB97M-V def2-TZVPD def2/J DEFGRID3
* xyz 0 1
H -1.29 -0.58 0.74
H 0.18 -0.12 -2.51
H 1.04 2.13 -0.73
H -2.18 0.60 -2.87
C -1.07 0.56 0.59
O -2.15 -0.11 -2.49
H 2.78 -1.47 2.30
O 0.65 -1.71 0.94
C 0.40 0.61 1.03
H -1.08 -1.07 -1.29
C -0.90 -0.20 -1.83
C -0.69 0.94 -0.83
H -1.75 1.37 1.18
O 2.14 -0.50 2.03
H -1.09 1.67 -1.11
N 0.68 1.04 -0.42
H 0.53 1.20 1.82
C 1.09 -0.66 1.31
*
```

Results
* structure (SMILES): O=C(O)[C@@H]1C[C@H](CO)N1
* LUMO energy: 0.011 Eh

***

Version b
Formula: C5H9NO3
Source: OMol25
Level of theory: ωB97M-V/def2-TZVPD

Structure (ORCA input):
```
! RIJCOSX wB97M-V def2-TZVPD def2/J DEFGRID3
* xyz 0 1
H 1.99 -0.57 -0.64
C 1.96 2.31 0.78
H 2.58 2.89 0.15
H -0.59 0.39 1.03
O -1.03 -2.25 -0.26
H -0.85 -1.66 0.56
C 2.49 -0.34 0.31
O 1.48 -0.15 1.26
H 1.20 2.77 1.49
H -2.53 0.48 -1.37
H 3.36 -0.86 0.64
C 2.04 1.01 0.69
C -1.84 -1.36 -0.89
N -1.39 0.71 0.37
C -1.88 -0.03 -0.67
H -2.08 1.31 0.71
H -2.54 -2.81 -2.12
O -2.37 -1.85 -2.05
*
```

Results
* structure (SMILES): NC=C(O)O.C=C1CO1
* LUMO energy: 0.029 Eh

***

So which one wins? Going from most stable to least: version b, version a.

***

Version a
Formula: C5H9NO3
Source: OMol25
Level of theory: ωB97M-V/def2-TZVPD

Structure (ORCA input):
```
! RIJCOSX wB97M-V def2-TZVPD def2/J DEFGRID3
* xyz 0 1
H 0.72 -1.10 -1.24
H -1.80 -1.10 0.93
H 3.23 0.03 0.57
O 2.55 0.62 0.91
C 0.97 -0.95 -0.20
H -2.75 1.24 -0.53
H 1.08 -2.99 0.09
O -1.32 -0.30 1.18
C -0.86 0.32 0.00
N 1.35 -2.10 0.48
C -1.96 0.62 -0.98
H -0.43 2.93 0.28
H -2.45 -0.30 -1.32
C 0.29 1.15 0.11
H 1.28 -2.06 1.48
H -1.58 1.14 -1.86
O 0.33 2.51 -0.14
C 1.37 0.33 0.26
*
```

Results
* structure (SMILES): C/C(O)=C(O)/C(O)=C/N
* LUMO energy: 0.025 Eh

***

Version b
Formula: C5H9NO3
Source: OMol25
Level of theory: ωB97M-V/def2-TZVPD

Structure (ORCA input):
```
! RIJCOSX wB97M-V def2-TZVPD def2/J DEFGRID3
* xyz 0 1
H -2.22 -0.89 -0.81
C 1.09 0.52 0.23
N 2.12 1.37 0.26
C -0.40 -1.37 0.18
H -0.79 2.71 0.66
H 1.99 2.33 -0.04
C 1.01 -0.81 0.22
C -1.25 -1.33 -1.07
H 1.50 -2.39 1.10
H 3.00 0.97 -0.08
H -2.03 1.98 -0.37
H -0.78 -0.79 -1.90
H -1.44 -2.35 -1.42
O 1.99 -1.59 0.81
C -1.24 1.76 0.35
O -0.28 0.95 -0.30
H -1.68 1.22 1.20
O -0.60 -2.29 0.99
*
```

Results
* structure (SMILES): CO/C(N)=C(/O)C(C)=O
* LUMO energy: 0.022 Eh

***

So which one wins? Going from most stable to least: version b, version a.